15
Properties=species:S:1:pos:R:3:mulliken_charge:R:1 method="wB97M-V/def2-TZVPD" relative_energy_kj_mol=95.3 molar_mass_g_mol=91.1 total_energy_ev=-8841.9672 largest_force_ev_per_a=3.14 smiles="CNC(C)=O.O" gap_ev=10.19
C 0.91270 -1.16555 -1.04378 -0.870
N -0.22159 -0.40452 -1.51410 -0.140
C -1.34355 -0.08689 -0.79104 0.608
C -1.21521 -0.43636 0.70158 -1.000
O -2.28625 0.50215 -1.24346 -0.609
H 1.72357 -1.03251 -1.75970 0.315
H 0.67915 -2.21919 -0.85489 0.319
H 1.26259 -0.88467 -0.04822 0.275
H -0.29444 -0.17307 -2.49423 0.248
H -2.25980 -0.18771 0.94601 0.321
H -0.88772 -1.42865 1.02406 0.344
H -0.57986 0.20389 1.31605 0.191
O 1.70261 2.26672 1.61936 -0.630
H 1.53061 3.20262 1.78844 0.313
H 1.27719 1.84373 2.35393 0.314